ORCA calculation (the ωB97M-V functional and the def2-TZVPD basis) on an isolated ion of composition C6H10N and charge +1 at a distorted geometry.

Each line ends with the Mulliken charge.
Geometry (Å):
N -0.5907 1.6664 0.7289  -0.314
C -0.4531 0.3251 1.2689  -0.737
C 0.0766 -0.5731 0.2341  0.790
C 0.9209 0.2660 -0.7077  -0.711
C 0.3004 1.7072 -0.5529  -0.232
C -1.2299 1.7720 -0.5223  -0.380
C 0.2796 -1.9142 0.2361  -1.052
H 1.8540 0.2746 -0.1716  0.462
H -0.3968 -2.4535 -0.4798  0.340
H -1.7288 2.6694 -0.8513  0.310
H -0.0395 0.2432 2.3582  0.371
H 1.3343 -1.9739 -0.2250  0.367
H 1.0940 -0.0351 -1.7554  0.422
H -0.0276 -2.5020 1.1789  0.369
H -1.7020 0.8605 -0.8965  0.199
H 0.9059 2.5695 -0.7740  0.380
H -1.4653 0.1201 1.5801  0.416

Results
ΔE to the lowest compared entry with this formula, charge and spin ... 67.9 kcal/mol
2S+1 ... 1
E_HOMO ... -0.509 hartree
Kohn-Sham gap ... 7.377 eV
Net charge ... +1

***

ORCA calculation (the ωB97M-V functional and the def2-TZVPD basis) on one molecule with the formula C4H10N2O.

Each line ends with the Mulliken charge.
Geometry (Å):
O -1.7925 -0.2892 0.0220  -0.695
N -0.6778 1.7898 0.0235  -0.576
N 0.7429 -1.6450 0.0530  -0.548
C -0.7908 0.4456 0.1636  0.959
C 0.6691 -0.3193 -0.3986  0.044
C 0.5428 -0.2404 -1.9160  -1.466
C -0.3090 0.6255 1.8459  -1.131
H 0.6303 1.1473 1.9694  0.321
H 1.5030 0.2730 -0.0305  0.395
H 1.4051 -0.7297 -2.3728  0.370
H -1.1294 1.1013 2.3690  0.360
H 0.5016 0.7997 -2.2361  0.382
H -0.2623 -0.4404 2.0660  0.348
H -0.1091 -2.1646 -0.1287  0.289
H -1.6133 2.1672 -0.1896  0.332
H 1.0536 -1.7731 1.0057  0.277
H -0.3642 -0.7477 -2.2458  0.339

Results
ΔE to the lowest compared entry with this formula, charge and spin ... 112.3 kcal/mol
2S+1 ... 1
E_HOMO (alpha / beta) ... -0.325 / -0.324 hartree
Kohn-Sham gap (alpha / beta) ... 7.856 / 7.371 eV

***

ORCA calculation (the ωB97M-V functional and the def2-TZVPD basis) on one molecule with the formula C5H8O3 at a distorted geometry.

Each line ends with the Mulliken charge.
Geometry (Å):
O 1.2741 -0.4205 -1.1826  -0.465
O -0.8067 1.6758 0.3151  -0.386
O 0.0410 -1.0076 2.1451  -0.520
C -1.1372 1.9877 -1.0272  -0.224
C -0.1602 -0.5627 -0.9653  0.056
C 0.8265 -1.3275 -0.0868  -0.021
C 1.1765 -0.9678 1.1879  -0.490
C -1.1075 0.5997 -0.6692  -0.269
H 1.5718 0.0476 0.9409  0.242
H -2.2573 2.5585 -1.0972  0.207
H -2.0217 0.0921 -0.4350  0.344
H 2.0316 -1.5271 1.7658  0.278
H 0.9203 -2.3618 -0.4494  0.396
H -0.9096 -1.2007 -1.5018  0.266
H -0.6481 -0.4526 1.6341  0.344
H -0.3431 2.4855 -1.7153  0.242

Results
ΔE to the lowest compared entry with this formula, charge and spin ... 120.8 kcal/mol
2S+1 ... 1
E_HOMO ... -0.382 hartree
Kohn-Sham gap ... 11.203 eV

***

ORCA calculation (the ωB97M-V functional and the def2-TZVPD basis) on C17H39BClN3NbO8 as an isolated structure at a distorted geometry.

Each line ends with the Mulliken charge.
Geometry (Å):
Nb -1.1655 -1.2622 -2.2729  -1.054
Cl 0.1961 -0.7731 -0.2875  -0.413
O -0.2517 2.2473 -4.1415  -0.699
O 0.7107 1.9829 -2.1348  -0.451
O -1.7402 -3.0379 2.5888  -0.531
O 2.1768 -0.8452 -2.7454  -0.265
O 0.9718 -1.4353 -4.6902  -0.465
O 2.6843 0.7133 3.1638  -0.550
O -0.9705 4.2462 1.9172  -0.691
O -1.3157 -3.4619 -5.1885  -0.497
N 0.1650 -2.9888 3.8347  0.227
N 0.8278 1.9094 3.7132  0.323
N 0.0727 5.1809 0.1398  0.155
C 0.2480 2.9772 4.4984  -0.861
C 1.0455 -2.7920 2.6895  -0.567
C -0.3364 1.7762 -3.0228  0.638
C -2.2923 -1.4839 -4.1759  -0.765
C -2.6742 -2.0322 -0.7837  -0.324
C -1.1689 -3.0865 3.6574  0.086
C 3.3440 -1.6396 -2.7978  -0.283
C -2.2568 -2.7082 -5.0197  -0.242
C -3.2196 -3.4571 -0.9872  -1.140
C -1.4493 0.9985 -2.4537  -0.736
C 3.0533 -3.1285 -2.6877  -0.994
C 0.5950 6.2494 0.9667  -0.953
C -0.0451 1.1316 2.8464  -0.676
C 0.3987 5.1424 -1.2717  -0.689
C 2.1387 1.6192 3.7675  0.040
C 0.7567 -3.0715 5.1478  -0.919
C -0.6886 4.2407 0.7271  0.358
B 0.9823 -1.1619 -3.3220  1.050
H -3.1903 -2.9068 -5.5966  0.318
H -0.4698 -2.9320 -2.4192  0.068
H -0.0032 0.0731 3.1081  0.106
H 2.6922 2.2939 4.4469  0.226
H -2.3637 1.1883 -3.0265  0.668
H -3.8791 -3.5262 -1.8626  0.319
H -0.2199 3.7272 3.8600  0.306
H 3.9849 -3.6606 -2.4640  0.396
H -2.2912 -1.9676 0.2383  0.303
H 1.0331 3.4540 5.0866  0.287
H -3.4964 -1.2990 -0.8959  0.329
H 0.0532 6.0407 -1.7879  0.349
H 0.6594 -2.3272 -4.8875  0.270
H 1.3034 -2.1585 5.3968  0.302
H 2.0657 -2.7414 3.0636  0.331
H -0.0643 4.2689 -1.7219  0.010
H 0.8531 1.1694 -1.6151  0.243
H 1.2197 5.8557 1.7703  0.272
H -0.5115 2.5927 5.1849  0.315
H 1.4766 5.0500 -1.4141  0.356
H 0.2234 1.2168 1.7946  0.113
H -1.0612 1.4953 2.9803  0.377
H 0.8242 -1.8717 2.1549  -0.089
H -1.7088 -3.2251 4.6134  0.230
H -3.7979 -3.8118 -0.1225  0.339
H 2.6509 -3.5435 -3.6164  0.246
H 1.1910 6.9094 0.3396  0.396
H 1.4537 -3.9108 5.2205  0.320
H -1.0313 3.4603 0.0313  0.106
H 2.3405 -3.3123 -1.8766  0.202
H -1.5945 1.2166 -1.3904  0.208
H -0.0302 -3.2152 5.8882  0.303
H -0.2111 6.8207 1.4299  0.285
H 3.9658 -1.3253 -1.9525  0.284
H -1.9647 -0.6630 -4.8381  0.435
H 0.9506 -3.6119 1.9768  0.308
H -3.3448 -1.2760 -3.9137  0.516
H -2.4105 -4.1753 -1.1435  0.259
H 3.9104 -1.4217 -3.7154  0.277

Results
ΔE to the lowest compared entry with this formula, charge and spin ... 0.0 kcal/mol
2S+1 ... 1
E_HOMO ... -0.159 hartree
Kohn-Sham gap ... 6.862 eV
Net charge ... -1

***

- The lowest ΔE to the lowest compared entry with this formula, charge and spin belongs to which entry?
  C17H39BClN3NbO8

***

- Which of these has the highest ΔE to the lowest compared entry with this formula, charge and spin?
  C5H8O3